Entry 1:
{"formula": "C4H3N3O", "method": "wB97M-V/def2-TZVPD", "elements": ["O", "N", "N", "N", "C", "C", "C", "C", "H", "H", "H"], "positions_angstrom": [[1.969, -0.190, -1.033], [0.831, 0.233, -1.773], [-1.807, 0.106, 0.503], [-1.375, 0.292, -0.837], [-0.799, -0.097, 1.363], [-0.041, 0.210, -0.779], [1.615, -0.298, 0.193], [0.408, -0.012, 0.533], [2.347, -0.589, 1.030], [-2.128, 0.867, -1.523], [-1.019, -0.522, 2.323]], "forces_ev_per_angstrom": [[0.659, 0.580, -1.471], [-0.368, -0.628, 1.392], [-0.288, 0.020, 0.823], [-4.093, 1.810, 0.880], [-0.906, 0.226, -4.137], [-0.553, 1.601, -3.455], [6.394, -2.058, 5.343], [-3.940, 0.089, -0.239], [-0.323, 0.253, -2.116], [3.269, -2.291, 2.641], [0.148, 0.398, 0.339]], "e_above_lowest_ev": 3.774, "energy_ev": -10709.8771, "homo_lumo_gap_ev": 9.79, "fmax_ev_per_a": 8.58, "total_charge": 0}


Entry 2:
{"formula": "C8H14N", "method": "wB97M-V/def2-TZVPD", "elements": ["N", "C", "C", "C", "C", "C", "C", "C", "C", "H", "H", "H", "H", "H", "H", "H", "H", "H", "H", "H", "H", "H", "H"], "positions_angstrom": [[-1.736, 1.919, 0.758], [2.260, 0.786, 1.084], [1.565, 0.028, 0.089], [-0.651, 1.480, 0.111], [1.802, -1.260, -0.581], [-0.080, 0.181, -0.178], [-0.950, -0.985, 0.214], [1.125, 0.008, -1.231], [-2.123, -1.087, -0.840], [1.079, -2.022, -0.503], [2.007, 0.909, 2.162], [1.268, 0.561, -2.095], [-2.111, -0.280, -1.520], [-3.112, -0.863, -0.236], [-2.016, -2.006, -1.505], [3.287, 0.420, 1.107], [-1.340, -0.820, 1.260], [-0.451, -1.921, 0.289], [-0.116, 2.372, -0.280], [2.707, -1.363, -1.107], [-2.575, 1.325, 0.850], [2.499, 1.848, 0.804], [-1.624, 2.749, 1.208]], "forces_ev_per_angstrom": [[0.215, -5.095, -2.322], [3.101, 2.988, 1.327], [-1.566, 0.411, 1.302], [1.465, 1.080, -0.726], [-2.247, 1.990, -1.441], [0.134, -0.661, 0.234], [-1.709, 0.878, -0.212], [-1.441, -0.585, 1.641], [-1.049, -0.802, 1.952], [0.213, -1.254, 0.238], [-0.686, -0.941, -0.875], [0.310, 0.846, -1.489], [0.393, 1.116, -0.850], [1.487, -1.486, -1.555], [-0.842, 0.930, 1.343], [0.093, -0.413, 0.169], [0.219, -0.026, -1.011], [0.449, -0.517, -0.021], [0.495, -0.723, 0.678], [1.319, -0.640, 0.137], [0.834, 0.513, 0.630], [-0.761, -0.659, -0.214], [-0.426, 3.050, 1.066]], "e_above_lowest_ev": 2.711, "energy_ev": -10002.3678, "smiles": "CC[C@]1(C=[NH2+])[C@@H]2C[C@@]21C", "homo_lumo_gap_ev": 8.87, "fmax_ev_per_a": 5.60, "total_charge": 1}


Entry 3:
{"formula": "C13H23N3OS", "method": "wB97M-V/def2-TZVPD", "elements": ["S", "O", "N", "N", "N", "C", "C", "C", "C", "C", "C", "C", "C", "C", "C", "C", "C", "C", "H", "H", "H", "H", "H", "H", "H", "H", "H", "H", "H", "H", "H", "H", "H", "H", "H", "H", "H", "H", "H", "H", "H"], "positions_angstrom": [[-4.446, 1.825, -0.278], [3.566, 0.691, -0.409], [-1.860, 1.065, -0.026], [-2.609, 0.921, -2.039], [-1.317, 0.512, -2.082], [3.237, 3.036, 0.107], [-1.806, 1.272, 1.400], [1.355, 1.565, -0.683], [-1.832, -0.030, 2.144], [-0.882, 0.593, -0.865], [0.512, 0.299, -0.429], [1.074, -0.922, -1.166], [-1.234, -3.906, -0.167], [2.651, 1.623, 0.132], [-2.989, 1.269, -0.787], [-0.869, -2.515, -0.672], [-0.934, -0.389, 3.042], [0.629, -2.250, -0.556], [1.165, -3.055, -1.064], [-0.949, -4.019, 0.877], [4.426, 0.821, 0.005], [1.606, 1.614, -1.743], [-2.305, -4.077, -0.251], [-0.998, -1.327, 3.565], [2.161, -0.865, -1.124], [-0.719, -4.670, -0.746], [2.541, 3.747, 0.544], [0.502, 0.094, 0.646], [3.444, 3.331, -0.919], [-0.107, 0.251, 3.307], [0.763, 2.447, -0.431], [-1.420, -1.774, -0.090], [0.764, -0.870, -2.210], [-3.179, 0.938, -2.867], [-0.917, 1.856, 1.655], [-2.662, -0.677, 1.896], [4.166, 3.073, 0.674], [2.431, 1.348, 1.179], [-2.706, 1.852, 1.647], [-1.172, -2.412, -1.716], [0.918, -2.280, 0.498]], "forces_ev_per_angstrom": [[-0.819, 0.247, 0.202], [0.312, -0.212, -0.130], [-0.379, 0.018, -0.798], [0.118, 0.151, 0.982], [0.737, -0.310, -0.287], [-0.093, -0.389, 0.008], [-0.015, 0.064, 0.457], [0.264, -0.264, 0.460], [-0.040, 0.128, -0.135], [-0.106, -0.068, -0.257], [0.257, 0.084, -0.325], [0.103, -0.169, 0.296], [-0.063, 0.253, -0.079], [-0.314, 0.593, 0.124], [0.038, -0.004, -0.310], [0.198, -0.272, 0.120], [0.012, -0.046, 0.101], [-0.225, 0.194, -0.271], [0.048, -0.077, 0.049], [0.021, -0.077, 0.128], [-0.056, -0.009, -0.003], [-0.017, 0.103, -0.101], [-0.095, -0.104, 0.031], [-0.065, -0.197, 0.092], [-0.076, 0.004, -0.095], [0.046, -0.126, -0.031], [-0.057, 0.106, 0.072], [-0.039, 0.011, -0.021], [0.026, 0.045, -0.112], [0.180, 0.171, -0.014], [0.018, 0.066, -0.026], [-0.090, 0.048, -0.050], [0.064, 0.019, -0.087], [-0.001, 0.033, 0.148], [-0.070, -0.018, -0.014], [-0.110, -0.126, 0.000], [0.091, 0.043, 0.054], [-0.044, 0.056, -0.147], [0.221, -0.013, -0.084], [-0.056, 0.098, -0.013], [0.075, -0.056, 0.066]], "e_above_lowest_ev": 0.583, "energy_ev": -31207.2042, "smiles": "C=CCn1c([C@@H](CCCC)C[C@H](C)O)n[nH]c1=S", "homo_lumo_gap_ev": 8.44, "fmax_ev_per_a": 1.00, "total_charge": 0}


Entry 4:
{"formula": "C5H7BrO", "method": "wB97M-V/def2-TZVPD", "elements": ["Br", "O", "C", "C", "C", "C", "C", "H", "H", "H", "H", "H", "H", "H"], "positions_angstrom": [[3.186, -0.098, -0.045], [-0.817, 2.092, 0.041], [-0.281, -1.344, -0.830], [0.193, -0.085, -0.112], [-0.950, -0.849, 0.488], [-0.001, 1.248, -0.610], [1.538, 0.168, 0.768], [0.243, -2.292, -0.778], [1.419, 0.760, 1.676], [0.657, 1.790, -1.299], [-0.844, -1.388, 1.475], [-0.913, -1.199, -1.702], [-2.041, -0.464, 0.270], [-1.389, 1.662, 0.658]], "forces_ev_per_angstrom": [[0.174, 0.140, 0.054], [0.319, 1.288, -0.722], [-0.260, 0.304, 1.634], [1.984, -0.729, 1.506], [-2.160, -0.098, -0.502], [0.756, 0.810, 0.380], [-3.360, -0.644, -2.005], [0.320, 0.308, -0.023], [0.331, -0.073, -0.430], [-0.292, -0.589, 0.202], [0.090, 0.645, -1.463], [0.354, 0.059, 0.067], [2.245, -0.595, 0.722], [-0.500, -0.826, 0.580]], "e_above_lowest_ev": 3.641, "energy_ev": -77383.8748, "homo_lumo_gap_ev": [7.45, 8.29], "fmax_ev_per_a": 3.97, "total_charge": 0}